(1)
The following is a DFT calculation (ωB97M-V/def2-TZVPD) of 9 unconnected molecules or ions with the total composition C22H54O13S7 at a distorted geometry.

Largest force on an atom in eV Å⁻¹: 4.07

CARTESIAN COORDINATES (ANGSTROEM)
C (0.54759, -1.23785, -0.69393)
C (0.76479, 0.30852, -0.70075)
C (-0.08131, 1.13799, -1.59366)
O (-0.66161, 2.10477, -0.75498)
C (-0.34628, 1.88534, 0.48794)
O (-0.70261, 2.55944, 1.45405)
O (0.55713, 0.88292, 0.59609)
H (0.71389, -1.64112, -1.69283)
H (-0.48379, -1.44677, -0.40980)
H (1.28668, -1.73409, -0.06497)
H (1.81543, 0.50361, -0.91569)
H (-0.82286, 0.47327, -2.03678)
H (0.46750, 1.63618, -2.39285)
C (-2.31902, 0.58505, 3.95816)
C (-2.67672, 1.38427, 5.24440)
C (-1.46182, 1.81388, 6.01871)
O (-1.48914, 3.19666, 5.87186)
C (-2.55109, 3.62564, 5.28884)
O (-2.81365, 4.80970, 5.16085)
O (-3.33978, 2.58276, 4.93340)
H (-1.86400, 1.28845, 3.26081)
H (-3.20803, 0.08515, 3.57362)
H (-1.48731, -0.08092, 4.18802)
H (-3.34839, 0.83157, 5.90127)
H (-0.54357, 1.42186, 5.58137)
H (-1.55205, 1.59470, 7.08262)
C (-1.26166, -1.18592, -4.49727)
S (-2.73132, -0.00591, -4.53762)
O (-2.55788, 0.67095, -3.19346)
C (-2.03328, 1.14482, -5.84816)
H (-1.53929, -1.77517, -3.62331)
H (-0.34568, -0.68100, -4.19048)
H (-1.19460, -1.82430, -5.37822)
H (-1.13389, 1.47141, -5.32611)
H (-2.60626, 2.04479, -6.07143)
H (-1.86788, 0.54418, -6.74257)
C (2.33134, -1.46501, 2.47949)
S (1.18597, -1.62142, 3.88142)
O (0.79443, -0.20700, 4.28812)
C (-0.11689, -2.39583, 2.86613)
H (2.24859, -2.41719, 1.95547)
H (3.38917, -1.39521, 2.73288)
H (2.13830, -0.62576, 1.81129)
H (0.18045, -3.29937, 2.33386)
H (-0.50799, -1.62815, 2.19845)
H (-0.96348, -2.57745, 3.52824)
C (2.55222, -6.92053, -0.17981)
S (1.62657, -5.34572, -0.25940)
O (1.83563, -4.77093, 1.14793)
C (2.76409, -4.27019, -1.27951)
H (2.07629, -7.52969, 0.58865)
H (3.59873, -7.00603, 0.11274)
H (2.51262, -7.47377, -1.11814)
H (2.54838, -3.20194, -1.29995)
H (2.68753, -4.62125, -2.30858)
H (3.79667, -4.39743, -0.95438)
C (1.68871, 4.85579, 5.84555)
S (1.59416, 5.04397, 4.03363)
O (2.92137, 5.43908, 3.42460)
C (1.31368, 3.24623, 3.61930)
H (1.63683, 5.85834, 6.27015)
H (2.58653, 4.30599, 6.12794)
H (0.81527, 4.34255, 6.24775)
H (2.11378, 2.58543, 3.95288)
H (1.41840, 3.19784, 2.53542)
H (0.29111, 3.03313, 3.93081)
C (2.11451, 0.63136, -5.95910)
S (3.63212, 0.56797, -4.90119)
O (3.14645, 0.28973, -3.46366)
C (4.38481, -0.99051, -5.57553)
H (2.45338, 0.85048, -6.97164)
H (1.51040, 1.42682, -5.52274)
H (1.58630, -0.31976, -5.89212)
H (3.65204, -1.76304, -5.80867)
H (5.21223, -1.39133, -4.99004)
H (4.65488, -0.68946, -6.58773)
C (-1.99810, -6.41820, -4.22447)
S (-1.47227, -6.03310, -2.51070)
O (-0.42403, -7.10540, -2.16173)
C (-0.52143, -4.52933, -2.80884)
H (-1.19672, -6.28338, -4.95090)
H (-2.74607, -5.66483, -4.47166)
H (-2.46736, -7.37885, -4.43672)
H (0.43557, -4.74192, -3.28534)
H (-0.34468, -4.01835, -1.86240)
H (-1.02433, -3.79796, -3.44152)
C (-4.33861, 6.28954, 1.82595)
S (-2.95043, 6.91431, 0.82788)
O (-2.16000, 7.94193, 1.61357)
C (-2.01641, 5.32189, 0.71721)
H (-3.93194, 5.66284, 2.61964)
H (-4.94266, 5.62283, 1.21055)
H (-4.88021, 7.06958, 2.36102)
H (-2.63453, 4.49085, 0.37752)
H (-1.78481, 5.04638, 1.74608)
H (-1.13482, 5.28562, 0.07723)

Force components x, y, z for each atom (eV/Å):
C -0.05 1.29 -0.27
C 2.27 -1.23 0.68
C -0.44 -0.88 -1.35
O -1.16 0.66 -0.95
C 0.44 1.52 3.76
O 0.34 -1.66 -2.35
O -0.78 -0.26 0.19
H -0.06 0.23 -0.26
H 0.05 -0.22 0.22
H -0.35 0.13 0.28
H 0.14 -0.21 -0.10
H -0.39 0.63 -0.03
H 0.05 0.01 0.12
C 0.02 0.81 1.14
C -0.25 -2.06 -0.78
C 0.38 -0.75 0.25
O 2.65 0.91 1.05
C -2.43 2.73 -0.71
O 0.12 -2.09 -0.25
O -0.36 1.24 -0.40
H -0.33 0.06 -0.33
H 0.24 0.02 -0.23
H -0.36 -0.37 0.09
H -0.05 -0.25 -0.18
H 0.07 -0.07 0.25
H 0.24 -0.18 -0.02
C -1.22 0.34 0.33
S 1.44 0.53 0.59
O -0.61 -0.33 -1.46
C 0.10 -0.52 1.17
H -0.12 -0.20 -0.12
H -0.02 0.32 -0.52
H 0.14 0.18 -0.01
H 0.32 -0.03 -0.47
H -0.48 -0.40 0.23
H 0.21 0.13 0.05
C 0.59 -0.50 -0.31
S 0.59 1.05 -0.33
O -0.03 -1.49 -0.46
C -0.93 0.99 0.40
H -0.07 -0.04 -0.22
H -0.15 0.13 0.72
H -0.59 0.01 0.28
H 0.33 0.09 0.21
H 0.32 0.06 -0.35
H 0.15 -0.35 0.22
C 0.13 -0.88 -0.53
S 2.04 1.21 2.05
O -0.73 -0.38 -1.27
C 0.15 -1.10 -0.49
H -0.62 0.25 -0.14
H 0.20 1.32 0.06
H -0.51 0.15 -0.16
H -0.56 -0.23 0.51
H 0.08 -0.11 -0.13
H -0.13 -0.13 0.22
C 0.15 0.08 -0.07
S 0.15 -0.83 -0.81
O -0.79 -0.45 1.02
C 0.67 1.21 -0.31
H 0.43 0.01 -0.05
H 0.10 0.21 0.00
H -0.14 -0.17 -0.46
H -0.26 0.08 0.77
H -0.48 0.26 0.02
H 0.29 -0.36 -0.02
C 0.94 -0.37 0.59
S -0.72 -1.14 1.99
O 0.47 0.26 -2.17
C -1.05 0.55 -0.88
H -0.26 0.07 -0.01
H 0.12 0.05 -0.20
H 0.06 0.01 -0.05
H -0.31 -0.07 0.74
H -0.12 0.47 0.01
H 0.75 0.14 0.05
C -0.08 1.12 -0.54
S 1.46 -2.35 -0.09
O -1.39 1.57 -0.34
C 0.06 0.66 -0.46
H 0.33 -0.07 0.28
H -0.15 0.15 0.03
H 0.22 -0.15 0.90
H -0.04 -0.38 0.08
H -0.05 -0.33 0.12
H -0.39 -0.29 -0.07
C 0.90 -0.84 0.78
S 0.52 0.85 -0.55
O -0.73 -1.46 -0.43
C -0.54 -0.30 0.99
H 0.20 -0.07 0.15
H -0.21 0.40 -0.16
H -0.01 0.24 -0.68
H -0.51 0.30 -0.20
H 0.45 0.14 0.01
H -0.04 0.77 0.17



(2)
The following is a DFT calculation (ωB97M-V/def2-TZVPD) of a molecular structure, C32H25Cl2LiN7O2S2.

Charge: -1
Largest force on an atom in eV Å⁻¹: 0.91

CARTESIAN COORDINATES (ANGSTROEM)
Li (2.30818, 1.81521, -1.03371)
S (4.19127, 3.83629, -1.30671)
C (2.79176, 4.01632, -2.22622)
N (1.61603, 3.50011, -1.94897)
C (0.66985, 3.77931, -2.90159)
C (-0.64856, 3.33021, -2.87406)
C (-1.50491, 3.68282, -3.90230)
C (-1.06633, 4.47883, -4.96032)
C (0.24479, 4.92976, -5.00349)
C (1.10534, 4.57519, -3.97643)
S (2.78475, 4.95238, -3.74880)
H (-0.97242, 2.71050, -2.04769)
H (-2.52939, 3.33368, -3.88646)
H (-1.75197, 4.74334, -5.75495)
H (0.59158, 5.54110, -5.82650)
C (0.91419, 0.09667, 2.04279)
C (1.08275, 1.57234, 1.98267)
N (1.64241, 2.23164, 1.00520)
C (1.59809, 3.56314, 1.34369)
C (1.00062, 3.70927, 2.55068)
N (0.67145, 2.43026, 2.96670)
C (0.07136, 2.11145, 4.22771)
N (-1.34267, 1.81720, 4.16004)
N (-2.22841, 2.82396, 4.00742)
N (-3.41622, 2.36078, 3.97995)
C (-3.34864, 0.99370, 4.12143)
C (-4.36237, 0.03358, 4.17407)
C (-3.98031, -1.27225, 4.36475)
C (-2.62222, -1.62742, 4.49723)
C (-1.61106, -0.69735, 4.43197)
C (-2.00497, 0.62965, 4.24123)
H (1.37829, -0.31859, 1.15224)
H (-0.13960, -0.18958, 2.05011)
H (1.39314, -0.32838, 2.92845)
H (2.00813, 4.30601, 0.68405)
H (0.76245, 4.57040, 3.14753)
H (0.19455, 2.97672, 4.87998)
H (0.56423, 1.24867, 4.68131)
H (-5.39879, 0.32053, 4.07020)
H (-4.73063, -2.04924, 4.41038)
H (-2.36607, -2.66652, 4.65156)
H (-0.57385, -0.98896, 4.51598)
Cl (-2.79422, -2.82885, -0.08409)
C (-1.34097, -3.39978, 0.66413)
C (-1.44414, -4.08903, 1.86099)
C (-0.29667, -4.54112, 2.48969)
C (0.94494, -4.28532, 1.93120)
C (1.02870, -3.58908, 0.73666)
Cl (2.59179, -3.21948, 0.09969)
C (-0.11029, -3.15012, 0.04942)
N (-0.05025, -2.44861, -1.16018)
C (0.54931, -3.01471, -2.28038)
C (0.66448, -4.39978, -2.40462)
C (1.21108, -4.97201, -3.54057)
C (1.64056, -4.16873, -4.58338)
C (1.50179, -2.79216, -4.47037)
C (0.96667, -2.18741, -3.34099)
C (0.79164, -0.68531, -3.32956)
C (1.67692, 0.08446, -2.33701)
O (2.60917, 0.77509, -2.76266)
O (1.36321, 0.01867, -1.10261)
H (-2.42300, -4.27272, 2.27770)
H (-0.36940, -5.09019, 3.41864)
H (1.85257, -4.61031, 2.41891)
H (0.16621, -1.43658, -1.03954)
H (0.31939, -5.03258, -1.59544)
H (1.29468, -6.04975, -3.60680)
H (2.07001, -4.60306, -5.47632)
H (1.82554, -2.15439, -5.28416)
H (-0.24982, -0.43897, -3.09867)
H (1.02426, -0.30097, -4.32080)

Force components x, y, z for each atom (eV/Å):
Li 0.08 0.03 0.33
S 0.15 -0.03 0.12
C -0.13 0.23 -0.23
N 0.05 -0.08 0.08
C -0.04 0.05 -0.13
C 0.00 -0.01 0.01
C -0.02 -0.01 0.00
C -0.02 0.00 -0.01
C -0.02 -0.01 0.00
C 0.03 0.01 0.02
S 0.01 -0.06 0.13
H -0.03 -0.02 0.01
H -0.03 -0.01 0.00
H -0.01 0.01 -0.02
H 0.00 0.02 -0.02
C 0.00 0.00 -0.01
C 0.03 -0.08 0.03
N 0.12 0.00 -0.15
C -0.05 0.06 0.08
C 0.00 0.07 -0.03
N 0.00 0.01 0.03
C 0.09 0.02 0.04
N -0.14 -0.04 -0.04
N 0.12 0.20 0.03
N -0.05 0.02 -0.02
C 0.15 -0.12 0.02
C 0.02 -0.01 0.00
C -0.03 0.02 -0.01
C 0.05 0.00 -0.01
C -0.01 -0.06 0.02
C -0.15 0.03 0.00
H 0.01 -0.04 -0.05
H -0.02 -0.01 0.00
H 0.01 -0.03 0.04
H 0.04 0.07 -0.05
H -0.01 0.05 0.03
H 0.02 -0.11 -0.02
H -0.06 0.05 -0.05
H -0.03 0.01 -0.01
H -0.02 -0.03 0.00
H 0.01 -0.04 -0.03
H 0.03 -0.01 0.00
Cl -0.02 -0.01 -0.02
C 0.04 -0.02 -0.04
C 0.00 -0.02 0.03
C -0.02 0.02 -0.06
C 0.00 -0.01 0.04
C 0.04 0.02 -0.01
Cl 0.02 -0.01 0.04
C -0.08 -0.01 0.22
N 0.08 0.91 0.06
C -0.02 -0.08 -0.29
C -0.02 0.01 0.05
C 0.01 0.00 -0.03
C 0.00 -0.04 0.00
C 0.09 -0.01 0.04
C -0.02 0.02 -0.01
C 0.07 -0.03 0.00
C -0.28 -0.33 0.11
O 0.18 0.06 -0.17
O -0.28 -0.16 -0.07
H -0.05 0.01 0.04
H 0.00 -0.01 0.03
H 0.03 0.00 0.00
H 0.11 -0.47 -0.07
H 0.00 -0.01 -0.01
H 0.00 -0.01 0.00
H 0.01 0.00 -0.01
H -0.01 0.02 -0.01
H 0.01 0.01 0.02
H -0.07 -0.01 -0.01



(3)
The following is a DFT calculation (ωB97M-V/def2-TZVPD) of 2 unconnected molecules or ions with the total composition C10H16O at a distorted geometry.

Largest force on an atom in eV Å⁻¹: 1.76

CARTESIAN COORDINATES (ANGSTROEM)
C (1.29842, 0.06884, -2.04206)
C (0.24253, -0.20655, -0.95330)
C (0.75982, -1.00270, 0.24550)
C (0.84018, -0.38981, 1.48723)
C (1.19156, -1.15716, 2.59312)
C (1.48673, -2.49922, 2.36277)
O (1.77775, -3.33859, 3.43847)
C (1.37940, -3.12862, 1.12617)
C (1.01048, -2.35526, 0.02898)
H (1.87531, -0.83725, -2.23401)
H (1.98056, 0.86463, -1.75515)
H (0.79593, 0.30117, -2.98237)
H (-0.23979, 0.71109, -0.61083)
H (-0.55071, -0.78687, -1.42593)
H (0.59839, 0.66029, 1.57556)
H (1.18795, -0.79465, 3.60941)
H (2.04730, -2.74869, 4.15588)
H (1.51672, -4.19704, 1.09524)
H (0.89015, -2.72764, -0.97508)
C (-2.81024, 2.48386, -1.61770)
C (-2.21642, 3.39409, -0.56165)
H (-2.14079, 1.65018, -1.83359)
H (-3.74356, 2.03893, -1.26523)
H (-3.00817, 3.00432, -2.54996)
H (-2.09076, 2.92957, 0.41370)
H (-2.82752, 4.28925, -0.41561)
H (-1.25122, 3.77380, -0.90955)

Force components x, y, z for each atom (eV/Å):
C -0.43 -0.30 0.20
C 0.30 -0.20 -0.02
C -0.68 0.92 -1.34
C 0.18 -0.59 0.17
C 0.15 -0.54 -0.78
C -0.29 -0.78 0.90
O 0.18 0.80 -0.30
C -0.17 0.56 -0.22
C 0.27 0.33 1.29
H 0.10 0.02 0.09
H 0.07 0.07 -0.07
H 0.12 0.31 0.03
H 0.17 0.10 -0.03
H -0.12 -0.10 0.06
H -0.04 0.03 0.08
H 0.08 0.26 0.06
H -0.07 -0.39 0.05
H 0.17 -0.11 -0.14
H 0.01 -0.37 -0.03
C -0.17 -0.54 0.33
C 0.19 0.77 -0.30
H 0.04 0.01 -0.07
H -0.05 0.07 -0.11
H -0.01 0.11 -0.07
H 0.05 -0.19 -0.04
H -0.11 -0.13 0.05
H 0.07 -0.12 0.21



Number 1: LUMO -0.41 eV, orbital gap 7.297 eV, total energy -4635.79329 Eh. Number 2: LUMO 1.99 eV, orbital gap 6.213 eV, total energy -3492.74222 Eh. Number 3: LUMO 0.89 eV, orbital gap 9.293 eV, total energy -465.86546 Eh.